11
Properties=species:S:1:pos:R:3:forces:R:3:mulliken_charge:R:1 method="wB97M-V/def2-TZVPD" smiles="O=C1O[C@@H]2[C@@H]3[C@H]1[C@H]23" de_lowest_kj_mol=217.05 total_charge=0 orbital_gap_ev=10.7
O -1.603845 -0.237755 -0.479344 0.5015 0.3023 0.1257 -0.342
O -1.797032 2.060280 -0.081335 0.5608 -2.3617 -0.6250 -0.559
C 0.316685 0.942638 0.175357 -0.7619 -3.2942 -0.9351 -0.262
C -1.137563 1.035671 -0.165938 -0.9873 2.1979 0.6419 0.497
C 0.385174 -0.438852 0.792269 0.8524 -0.8900 0.5195 -0.263
C 0.774509 -0.274754 -0.651346 0.5618 -0.2661 0.4101 -0.278
C -0.433167 -1.090809 -0.272198 0.9973 1.4547 0.4823 -0.195
H 1.799270 -0.576812 -0.843635 -0.4138 0.2205 -0.6220 0.344
H 0.998056 1.707391 0.424273 0.1532 0.9007 0.2145 0.383
H 1.121173 -0.930067 1.437738 -0.6651 0.6184 0.0772 0.341
H -0.423259 -2.196931 -0.335841 -0.7989 1.1174 -0.2891 0.333